Here is C21H43N2OP3SZr as an isolated structure in a non-equilibrium geometry from the OMol25 dataset. Energies are from the ωB97M-V functional and the def2-TZVPD basis.

The geometry in ORCA input format:
```
! wB97M-V def2-TZVPD RIJCOSX def2/J DEFGRID3
* xyz 4 1
Zr -0.515 0.152 -0.015
P -1.962 -2.106 0.561
P 1.198 -0.882 2.105
P 1.193 -1.659 -1.210
H -1.421 5.238 -4.099
C -1.402 4.315 -4.692
C -2.223 3.286 -4.417
H -2.867 3.263 -3.532
C -3.528 -1.770 1.442
C -1.322 -3.486 1.610
C -2.570 -3.035 -0.894
C 2.703 0.134 2.391
C 0.530 -0.891 3.823
C 2.048 -2.530 2.199
C 0.831 -1.536 -3.001
C 1.543 -3.450 -1.102
C 2.876 -0.928 -1.130
H -0.750 4.259 -5.572
H -2.328 2.496 -5.170
H -4.049 -0.941 0.952
H -3.334 -1.467 2.479
H -4.162 -2.667 1.434
H -1.025 -3.106 2.598
H -0.450 -3.974 1.153
H -2.117 -4.237 1.743
H -2.900 -2.325 -1.663
H -3.425 -3.663 -0.602
H -1.782 -3.666 -1.329
H 3.139 -0.129 3.360
H 2.457 1.194 2.381
H 3.434 -0.051 1.601
H 0.713 -1.856 4.318
H -0.552 -0.708 3.825
H 1.016 -0.112 4.416
H 3.138 -2.409 2.141
H 1.744 -3.190 1.386
H 1.821 -3.046 3.138
H 1.205 -2.395 -3.573
H 1.278 -0.616 -3.389
H -0.255 -1.463 -3.130
H 1.619 -3.879 -2.109
H 0.739 -3.984 -0.586
H 2.488 -3.653 -0.587
H 3.324 -0.876 -2.132
H 3.531 -1.518 -0.474
H 2.809 0.090 -0.728
C 0.245 1.999 -2.516
C 1.324 2.894 -2.714
C 2.029 2.784 -3.909
C 1.561 1.938 -4.913
C 0.341 1.271 -4.807
C -0.386 1.362 -3.619
O -0.094 1.657 -1.284
H 0.966 1.104 0.391
H 1.673 3.446 -1.839
H 2.970 3.332 -4.022
H 2.150 1.773 -5.826
H -0.024 0.695 -5.664
H -1.371 0.911 -3.451
C -2.639 1.676 4.545
N -1.410 2.149 3.932
C -0.301 2.644 4.602
C 0.666 2.866 3.671
N 0.120 2.539 2.441
C -1.148 2.077 2.600
S -2.236 1.535 1.396
H -2.631 0.579 4.621
H -2.729 2.099 5.543
H -3.484 1.979 3.909
H -0.316 2.773 5.673
H 1.663 3.239 3.769
H 0.623 2.458 1.553
*
```

Values from the calculation:
HOMO energy (alpha / beta)	-19.5 / -19.5	eV
LUMO energy (alpha / beta)	-0.598 / -0.598	Ha
calculated total energy	-2478.43639	Eh
F_max	5.76	eV/Å
frontier orbital gap (alpha / beta)	3.261 / 3.256	eV

---

Here is a 2-piece molecular cluster, C21H43N2OS overall in a non-equilibrium geometry from the OMol25 dataset. Energies are from the ωB97M-V functional and the def2-TZVPD basis.

The geometry in ORCA input format:
```
! wB97M-V def2-TZVPD RIJCOSX def2/J DEFGRID3
* xyz 1 1
C 0.307 2.075 -0.788
C -1.193 2.196 -1.017
C -1.517 3.563 -1.603
C -3.004 3.833 -1.827
C -3.921 3.341 -0.721
C -5.369 3.769 -0.942
C -6.181 2.809 -1.824
C -5.649 1.383 -1.894
O -4.823 0.917 -2.693
N -6.241 0.675 -0.839
C -7.559 1.261 -0.535
C -7.620 2.533 -1.407
S -8.551 3.949 -0.784
H 0.656 2.816 -0.074
H 0.871 2.238 -1.700
H 0.593 1.096 -0.401
H -1.481 1.424 -1.721
H -1.696 2.065 -0.067
H -1.026 3.612 -2.572
H -1.051 4.340 -1.004
H -3.299 3.428 -2.789
H -3.137 4.909 -1.903
H -3.583 3.797 0.209
H -3.846 2.270 -0.576
H -5.407 4.751 -1.397
H -5.861 3.877 0.019
H -6.188 3.214 -2.830
H -6.354 -0.295 -1.103
H -7.701 1.434 0.525
H -8.357 0.596 -0.845
H -8.132 2.210 -2.308
H -9.357 3.316 0.075
C 3.977 -5.432 2.118
C 4.665 -4.487 1.134
C 5.188 -3.212 1.798
C 4.189 -2.157 2.242
N 3.441 -1.378 1.187
C 2.197 -2.090 0.721
C 1.200 -1.953 1.865
C 1.580 -0.643 2.581
C 2.846 -0.159 1.880
C 4.319 -0.890 0.057
C 4.536 -1.842 -1.131
C 6.007 -2.091 -1.467
H 3.145 -4.946 2.634
H 3.580 -6.303 1.600
H 4.681 -5.787 2.871
H 3.983 -4.272 0.312
H 5.514 -5.003 0.681
H 5.962 -2.743 1.189
H 5.704 -3.511 2.714
H 4.734 -1.405 2.810
H 3.440 -2.587 2.906
H 1.860 -1.570 -0.175
H 2.420 -3.124 0.484
H 1.279 -2.796 2.550
H 0.178 -1.949 1.494
H 1.751 -0.808 3.643
H 0.798 0.108 2.497
H 3.588 0.280 2.539
H 2.591 0.558 1.104
H 5.256 -0.572 0.512
H 3.825 0.002 -0.318
H 4.077 -1.378 -2.005
H 4.017 -2.788 -1.004
H 6.569 -1.157 -1.490
H 6.094 -2.556 -2.447
H 6.488 -2.760 -0.753
*
```

Values from the calculation:
HOMO energy	-10.6	eV
LUMO energy	-0.080	Ha
calculated total energy	-1408.67104	Eh
energy relative to the best compared isomer or geometry (same formula, charge and spin)	0.000	eV
F_max	2.61	eV/Å
frontier orbital gap	8.455	eV

---

Here is C21H43O16Tl as an isolated structure in a non-equilibrium geometry from the OMol25 dataset. Energies are from the ωB97M-V functional and the def2-TZVPD basis.

The geometry in ORCA input format:
```
! wB97M-V def2-TZVPD RIJCOSX def2/J DEFGRID3
* xyz 1 2
Tl -3.617 1.431 0.760
C 0.278 -0.125 -0.507
O -0.954 0.223 0.098
H 0.697 0.719 -1.055
H 1.073 -0.500 0.138
H 0.043 -1.000 -1.112
C 2.168 -4.204 7.746
C 1.889 -2.670 7.633
O 2.527 -2.186 6.450
C 1.962 -2.364 5.212
O 0.960 -3.026 4.909
O 2.728 -1.802 4.287
C 2.201 -1.639 2.964
H 1.844 -4.876 6.951
H 1.737 -4.589 8.670
H 3.256 -4.259 7.783
H 2.265 -2.080 8.468
H 0.809 -2.547 7.710
H 1.697 -2.449 2.437
H 2.979 -1.400 2.238
H 1.456 -0.843 2.945
C -0.450 1.139 -4.654
C -1.151 1.684 -3.390
O -2.224 2.487 -3.725
C -2.843 3.187 -2.817
O -2.809 2.996 -1.568
O -3.716 4.011 -3.421
C -4.496 4.928 -2.667
H -0.366 1.924 -5.406
H -0.849 0.196 -5.027
H 0.596 0.983 -4.388
H -0.357 2.097 -2.768
H -1.647 0.872 -2.859
H -3.800 5.627 -2.203
H -5.107 4.375 -1.955
H -5.134 5.435 -3.392
C 2.685 2.451 2.163
C 1.200 2.428 2.170
O 0.851 1.634 3.322
C -0.389 1.147 3.564
O -1.357 1.414 2.898
O -0.255 0.396 4.636
C -1.290 -0.520 5.139
H 3.046 2.501 3.190
H 3.002 3.366 1.663
H 3.187 1.598 1.708
H 0.790 1.942 1.285
H 0.828 3.445 2.297
H -1.316 -1.438 4.551
H -2.296 -0.100 5.152
H -0.915 -0.818 6.118
C 3.960 -0.029 -1.378
C 4.675 -0.156 -2.739
O 3.870 0.173 -3.788
C 3.657 1.432 -4.319
O 4.111 2.547 -3.932
O 2.978 1.321 -5.455
C 2.653 2.418 -6.273
H 3.494 0.940 -1.200
H 4.789 -0.103 -0.675
H 3.128 -0.720 -1.246
H 5.150 -1.135 -2.801
H 5.582 0.408 -2.956
H 2.134 3.171 -5.679
H 1.980 2.129 -7.080
H 3.500 2.979 -6.666
C -2.896 -2.089 -3.871
C -2.099 -2.184 -2.562
O -2.768 -3.027 -1.606
C -3.633 -2.454 -0.726
O -3.844 -1.242 -0.472
O -4.532 -3.446 -0.396
C -5.926 -3.149 -0.259
H -3.196 -3.071 -4.237
H -2.372 -1.474 -4.603
H -3.834 -1.562 -3.699
H -1.998 -1.167 -2.182
H -1.075 -2.471 -2.801
H -6.414 -3.004 -1.223
H -6.011 -2.239 0.336
H -6.478 -3.998 0.143
*
```

Values from the calculation:
HOMO energy (alpha / beta)	-12.5 / -12.5	eV
LUMO energy (alpha / beta)	-0.098 / -0.174	Ha
calculated total energy	-2201.94947	Eh
F_max	4.84	eV/Å
<S²>	0.754
frontier orbital gap (alpha / beta)	9.858 / 7.788	eV